1.
DFT (the ωB97M-V functional and the def2-TZVPD basis) results for 2 unconnected molecules or ions with the total composition CH2Br3PS.

Positions of all 8 atoms, in Å:
1 C -1.1760 -0.1604 0.7414
2 P 0.4601 0.4425 0.4008
3 S 0.8618 1.8937 1.7187
4 Br 0.9181 -1.6662 -3.5186
5 Br 1.6224 -1.3521 0.3793
6 Br 0.4745 1.1696 -1.7671
7 H -1.6839 0.7308 0.7287
8 H -1.4770 -1.0578 1.3168

Output
Net charge: 0

Löwdin population analysis, charges in e, atoms 1 to 6:
1 C -0.230
2 P -0.493
3 S 0.154
4 Br -0.020
5 Br 0.347
6 Br 0.229

***

2.
DFT (the ωB97M-V functional and the def2-TZVPD basis) results for CH2Br3PS in the gas phase.

Positions of all 8 atoms, in Å:
1 C -1.7440 -0.2621 -0.8323
2 P 1.2649 0.8622 0.7719
3 S 1.0798 -0.9714 1.5226
4 Br -1.4001 -1.4009 0.5746
5 Br 2.1179 0.3023 -1.2866
6 Br 2.9525 1.8049 1.7519
7 H -2.6819 0.2812 -0.6911
8 H -1.5891 -0.6161 -1.8110

Output
Net charge: 0

Löwdin population analysis, charges in e, atoms 1 to 6:
1 C -0.450
2 P -0.437
3 S -0.045
4 Br 0.720
5 Br 0.064
6 Br 0.184

***

Name the most stable of them. 1.

***

1.
DFT (the ωB97M-V functional and the def2-TZVPD basis) results for C5H7NS in the gas phase.

Positions of all 14 atoms, in Å:
1 S -1.8676 -2.0409 1.6771
2 C -0.8673 -1.0941 0.7860
3 C 0.5596 -0.9405 1.1297
4 C 1.2862 -0.1395 0.3102
5 C 0.9593 0.6511 -0.8271
6 C -0.6487 0.9378 -0.7143
7 N -1.2982 -0.2426 -0.1609
8 H 0.9442 -1.4622 2.0586
9 H 2.3109 -0.0426 0.5803
10 H 1.1465 0.1845 -1.7406
11 H 1.6404 1.5147 -0.8659
12 H -0.8366 1.7966 0.0059
13 H -1.1231 1.2127 -1.6645
14 H -2.2057 -0.3351 -0.5747

Output
Net charge: 0

Löwdin population analysis, charges in e, atoms 1 to 6:
1 S 0.624
2 C -0.882
3 C -0.097
4 C -0.125
5 C -0.148
6 C -0.125

***

2.
DFT (the ωB97M-V functional and the def2-TZVPD basis) results for C5H7NS in the gas phase.

Positions of all 14 atoms, in Å:
1 C 1.7751 0.2222 -1.6689
2 C 1.2550 -0.2383 -0.6852
3 C 0.5898 -0.6011 0.5798
4 N 0.3144 0.5538 1.4465
5 C -0.9640 0.7430 0.8088
6 C -0.9580 -0.7557 0.3455
7 S -1.6033 -1.0266 -1.3054
8 H 2.4940 0.3576 -2.4410
9 H 1.0618 -1.4541 1.0884
10 H 1.0105 1.3116 1.4552
11 H -1.8159 1.0920 1.3834
12 H -0.9182 1.4611 -0.0393
13 H -1.4545 -1.4432 1.0147
14 H -0.7866 -0.2223 -1.9825

Output
Net charge: 0

Löwdin population analysis, charges in e, atoms 1 to 6:
1 C 0.115
2 C -0.130
3 C -0.342
4 N -0.019
5 C -0.242
6 C -0.574

***

Name the most stable of them. 1.